i) A molecular structure, C6H26B2Cl2CoCrN6O20, computed with ωB97M-V/def2-TZVPD.

Properties
Highest occupied orbital energy (spin up / spin down) ... -0.3104 / -0.3103 Ha
Kohn-Sham gap (spin up / spin down) ... 7.018 / 6.918 eV
⟨S²⟩ ... 15.763
LUMO energy (spin up / spin down) ... -1.4 / -1.5 eV
Net charge ... 0
Spin multiplicity ... 8

CARTESIAN COORDINATES (ANGSTROEM)
Cr  -2.263  14.332  9.911
Co  -5.424  11.445  9.130
Cl  -6.661  14.772  8.563
O  -5.700  14.702  7.558
O  -6.764  13.464  9.191
O  -6.531  15.872  9.493
O  -7.898  14.939  7.962
Cl  -1.723  13.956  6.075
O  -2.280  14.111  7.380
O  -1.194  15.226  5.538
O  -0.638  13.098  6.304
O  -2.681  13.363  5.215
B  -4.436  11.104  7.053
H  -3.431  11.408  6.806
H  -4.423  10.446  7.908
H  -5.104  11.926  7.260
H  -4.808  10.549  6.205
B  -3.932  12.819  10.068
H  -4.790  12.324  10.497
H  -3.700  12.322  9.139
H  -4.170  13.844  9.832
H  -3.148  12.759  10.807
C  1.200  14.897  12.668
N  -0.081  14.063  12.667
O  -0.859  14.137  11.734
O  -0.294  13.357  13.664
H  2.069  14.316  12.361
H  1.479  15.314  13.635
H  1.118  15.749  11.993
C  -8.702  11.257  12.342
N  -7.285  11.351  12.196
O  -6.855  11.174  11.039
O  -6.590  11.739  13.139
H  -9.082  10.567  11.588
H  -9.032  12.278  12.150
H  -8.910  10.870  13.340
C  -4.027  16.679  13.458
N  -3.702  15.383  12.826
O  -3.384  15.339  11.620
O  -3.869  14.359  13.465
H  -4.373  16.533  14.482
H  -4.885  16.987  12.862
H  -3.178  17.348  13.320
C  -4.082  17.823  7.676
N  -2.962  17.440  8.564
O  -1.968  18.178  8.508
O  -3.049  16.367  9.187
H  -5.070  17.809  8.137
H  -4.067  17.102  6.860
H  -3.836  18.828  7.333
C  -4.008  7.558  10.757
N  -4.652  8.867  11.046
O  -5.115  8.984  12.152
O  -4.600  9.762  10.198
H  -3.876  6.950  11.651
H  -2.972  7.649  10.430
H  -4.667  6.985  10.105
C  -0.689  10.183  8.887
N  -0.238  11.443  9.504
O  -1.056  12.413  9.498
O  0.938  11.536  9.902
H  -0.006  9.927  8.077
H  -1.632  10.353  8.367
H  -0.714  9.467  9.708

Here are the Löwdin charges for atoms 1 to 4, given in e: 0.963 0.813 0.604 -0.289

ii) A molecular structure, C6H26B2Cl2CoCrN6O20, computed with ωB97M-V/def2-TZVPD.

Properties
Highest occupied orbital energy (spin up / spin down) ... -0.3131 / -0.3346 Ha
Kohn-Sham gap (spin up / spin down) ... 7.165 / 7.240 eV
⟨S²⟩ ... 15.765
LUMO energy (spin up / spin down) ... -1.4 / -1.9 eV
Net charge ... 0
Spin multiplicity ... 8

CARTESIAN COORDINATES (ANGSTROEM)
Cr  0.637  2.324  -0.808
Co  -0.970  -1.576  0.883
Cl  -0.712  0.524  -3.304
O  -1.891  0.420  -2.480
O  0.000  1.760  -2.968
O  0.204  -0.574  -3.093
O  -1.051  0.546  -4.683
Cl  3.261  3.522  1.711
O  2.149  3.019  0.911
O  2.764  3.843  3.034
O  4.226  2.461  1.850
O  3.779  4.685  1.067
B  -1.014  3.897  -0.283
H  -1.375  3.706  0.798
H  -1.672  4.742  -0.716
H  0.075  4.216  -0.256
H  -1.202  2.993  -0.948
B  -0.053  0.432  0.308
H  -0.354  0.183  1.378
H  -0.770  1.222  -0.068
H  0.995  0.847  0.268
H  -0.086  -0.468  -0.386
C  4.865  1.990  -1.551
N  3.703  1.121  -1.968
O  3.854  0.197  -2.708
O  2.644  1.413  -1.447
H  5.634  1.834  -2.300
H  5.206  1.581  -0.602
H  4.476  2.997  -1.467
C  -3.061  -2.755  -3.012
N  -3.169  -2.528  -1.555
O  -4.274  -2.430  -1.078
O  -2.121  -2.426  -0.941
H  -3.121  -1.806  -3.542
H  -3.949  -3.297  -3.333
H  -2.160  -3.323  -3.210
C  -4.559  0.870  -0.352
N  -3.367  0.718  0.504
O  -2.831  -0.382  0.616
O  -3.019  1.685  1.126
H  -4.413  1.557  -1.177
H  -5.313  1.257  0.333
H  -4.868  -0.134  -0.629
C  -2.418  -0.336  4.936
N  -2.577  -1.509  4.032
O  -1.993  -1.423  2.956
O  -3.159  -2.497  4.378
H  -1.454  -0.448  5.436
H  -3.174  -0.363  5.713
H  -2.343  0.604  4.397
C  3.038  -0.764  2.092
N  2.100  -1.907  2.376
O  2.531  -2.948  2.778
O  0.949  -1.718  1.995
H  4.060  -1.005  2.361
H  2.656  0.072  2.675
H  2.991  -0.530  1.031
C  2.284  -3.807  -1.819
N  0.891  -3.608  -1.336
O  0.707  -2.663  -0.568
O  0.036  -4.401  -1.643
H  2.318  -4.777  -2.302
H  2.915  -3.850  -0.935
H  2.546  -2.983  -2.477

Here are the Löwdin charges for atoms 1 to 4, given in e: 0.774 0.925 0.670 -0.345

Stability, highest: ii)

i) A single C6H10N2O5 molecule, computed with ωB97M-V/def2-TZVPD.

Properties
Highest occupied orbital energy ... -0.3616 Ha
SMILES ... N[C@@H](CC(=O)O)C(=O)NCC(=O)O
Kohn-Sham gap ... 10.072 eV
LUMO energy ... 0.2 eV
Net charge ... 0

CARTESIAN COORDINATES (ANGSTROEM)
N  1.302  2.595  -0.503
C  1.177  1.158  -0.548
C  2.402  0.543  0.141
C  2.605  -0.954  -0.029
O  1.844  -1.736  -0.564
O  3.811  -1.261  0.519
C  -0.129  0.712  0.096
O  -0.753  1.445  0.830
N  -0.570  -0.527  -0.217
C  -1.739  -1.110  0.418
C  -3.094  -0.526  -0.032
O  -3.958  -1.307  -0.450
O  -3.317  0.788  0.183
H  0.541  2.993  -1.079
H  1.025  2.891  0.401
H  1.168  0.797  -1.563
H  3.257  1.068  -0.272
H  2.370  0.771  1.205
H  3.914  -2.224  0.510
H  0.096  -1.130  -0.698
H  -1.679  -1.000  1.517
H  -1.742  -2.169  0.126
H  -2.432  1.158  0.476

Here are the Löwdin charges for atoms 1 to 4, given in e: 0.063 -0.313 -0.040 -0.458

ii) A single C6H10N2O5 molecule, computed with ωB97M-V/def2-TZVPD.

Properties
Highest occupied orbital energy ... -0.3684 Ha
SMILES ... NCC(=O)N[C@@H](CC(=O)O)C(=O)O
Kohn-Sham gap ... 10.361 eV
LUMO energy ... 0.3 eV
Net charge ... 0

CARTESIAN COORDINATES (ANGSTROEM)
N  -2.854  -0.621  -1.218
C  -2.895  -0.568  0.262
C  -1.580  -0.015  0.794
O  -1.445  0.185  1.997
N  -0.645  0.159  -0.192
C  0.748  0.362  0.128
C  1.668  -0.679  -0.598
C  3.002  -0.830  0.115
O  4.022  -1.140  -0.474
O  2.897  -0.654  1.429
C  1.235  1.796  -0.131
O  2.367  2.065  -0.459
O  0.367  2.783  0.132
H  -3.427  -1.325  -1.617
H  -3.229  0.272  -1.537
H  -2.917  -1.564  0.667
H  -3.773  0.026  0.643
H  -0.916  -0.093  -1.137
H  0.897  0.212  1.201
H  1.981  -0.432  -1.596
H  1.200  -1.647  -0.624
H  3.801  -0.774  1.749
H  -0.504  2.481  0.464

Here are the Löwdin charges for atoms 1 to 4, given in e: -0.009 -0.152 -0.479 0.056

Stability, highest: i)